(1)
Density functional theory data (ωB97M-V/def2-TZVPD) for a cluster of 8 separate species, C7H28BF4N14O7 in total at a distorted geometry.

As for the HOMO energy: -7.3 eV. The energy above the lowest of the compared OMol25 structures with the same formula, charge and spin is 0.000 eV. The gap between HOMO and LUMO is 9.581 eV.

ORCA input file:
```
! RIJCOSX wB97M-V def2-TZVPD def2/J DEFGRID3
* xyz -1 1
B 0.70341 0.29711 0.07377
F 0.49529 -1.07533 0.27546
F 1.84158 0.73681 0.76547
F 0.85020 0.41131 -1.33511
F -0.38102 1.06446 0.48140
C 2.49225 3.94608 -0.65341
O 2.70354 5.04810 -1.14447
N 2.66534 3.70063 0.68132
N 2.16930 2.86571 -1.41430
H 2.55560 4.44731 1.33984
H 2.77302 2.76863 1.03972
H 2.09656 3.09928 -2.38945
H 1.73079 2.02461 -1.06540
C -3.06986 0.55753 3.31180
O -3.22295 -0.14106 4.31280
N -2.19363 0.22262 2.34793
N -3.71588 1.74626 3.12718
H -1.81265 -0.70213 2.36967
H -1.99770 0.83435 1.57828
H -3.56942 2.14114 2.21368
H -4.40974 1.99181 3.80333
C 1.39529 1.10475 4.28233
O 1.59453 1.15963 5.48942
N 0.56827 1.96910 3.63177
N 2.02848 0.17630 3.49376
H 0.26764 2.77489 4.14457
H 0.53587 1.90209 2.62922
H 2.60531 -0.42818 4.04935
H 2.07986 0.25938 2.48988
C -2.86840 2.11792 -1.49499
O -3.33690 1.56596 -0.50558
N -3.59467 2.81318 -2.41247
N -1.55009 2.01687 -1.79225
H -4.58621 2.94169 -2.39526
H -3.07575 3.22127 -3.16814
H -0.91828 1.41721 -1.28599
H -1.04931 2.50806 -2.51320
C -2.27258 -2.96864 -1.91587
O -2.94221 -2.79469 -2.92563
N -1.81344 -4.19777 -1.52569
N -1.89180 -1.94922 -1.09908
H -2.13500 -4.98540 -2.05282
H -1.09249 -4.20371 -0.82666
H -1.82092 -2.04795 -0.10531
H -1.93790 -1.02952 -1.49954
C 1.36420 -4.33442 0.54582
O 1.61127 -5.52665 0.42533
N 0.46022 -3.88328 1.47307
N 1.99874 -3.33320 -0.13036
H 0.04027 -4.49485 2.14474
H 0.20570 -2.91025 1.48048
H 1.56080 -2.42354 -0.02772
H 2.54661 -3.52881 -0.94778
C 2.30707 -1.39213 -3.81097
O 2.73045 -1.99203 -4.79074
N 3.06016 -1.26413 -2.67115
N 1.10544 -0.74311 -3.80690
H 2.76923 -0.61892 -1.95552
H 4.02117 -1.52256 -2.79686
H 0.56563 -0.92253 -4.63328
H 0.75975 -0.43805 -2.90952
*
```

(2)
Density functional theory data (ωB97M-V/def2-TZVPD) for the ion C5H11N5 with charge +2 at a distorted geometry.

As for the HOMO energy: -16.8 eV. As for the SMILES: C=[NH+]Cc1c[nH]c(=[NH2+])n1N. The energy above the lowest of the compared OMol25 structures with the same formula, charge and spin is 1.981 eV. The gap between HOMO and LUMO is 8.447 eV.

ORCA input file:
```
! RIJCOSX wB97M-V def2-TZVPD def2/J DEFGRID3
* xyz 2 1
C 1.72328 1.35129 -1.01157
N 0.75500 1.32115 -1.83650
C -0.06207 0.11726 -1.95271
C -0.08796 -0.65948 -0.64801
C -0.27148 -2.02601 -0.57626
N -0.45224 -2.28854 0.73412
C -0.61802 -1.08038 1.41004
N -0.80101 -1.12827 2.74383
N -0.30781 -0.04976 0.60732
N -0.55556 1.26702 0.80631
H 2.32049 2.32566 -1.05296
H 1.95696 0.55597 -0.17733
H 0.67164 2.01888 -2.59847
H 0.20061 -0.71714 -2.68487
H -1.10150 0.51802 -2.33135
H -0.26584 -2.82076 -1.22799
H -0.69456 -3.24529 0.91073
H -1.26487 -0.29859 3.11429
H -1.00618 -1.99423 3.19543
H 0.19179 1.60189 1.42060
H -1.35161 1.56733 1.33108
*
```

(3)
Density functional theory data (ωB97M-V/def2-TZVPD) for an isolated molecule of C5H11NO at a distorted geometry.

As for the HOMO energy: -8.2 eV. As for the SMILES: CNCCCC=O. The energy above the lowest of the compared OMol25 structures with the same formula, charge and spin is 1.886 eV. The gap between HOMO and LUMO is 8.983 eV.

ORCA input file:
```
! RIJCOSX wB97M-V def2-TZVPD def2/J DEFGRID3
* xyz 0 1
C -1.38138 0.03975 2.28214
N -0.22455 0.19129 1.46345
C 0.40696 -0.89962 0.75527
C -0.24034 -1.28281 -0.60247
C -0.21086 -0.20130 -1.71603
C 0.77977 0.91516 -1.74506
O 1.32161 1.43562 -0.81437
H -1.16462 -0.33895 3.28894
H -1.78829 1.03172 2.49584
H -2.21823 -0.54976 1.86971
H -0.24373 1.01745 0.87325
H 0.45608 -1.69819 1.50090
H 1.42551 -0.62282 0.48216
H 0.15043 -2.26113 -0.88320
H -1.29859 -1.46358 -0.37904
H -1.19724 0.27037 -1.76988
H -0.07966 -0.73153 -2.66316
H 0.89978 1.26029 -2.78880
*
```

(4)
Density functional theory data (ωB97M-V/def2-TZVPD) for a cluster of 3 separate species, C16H39N2O8P2 in total at a distorted geometry.

As for the HOMO energy: -1.1 eV. The gap between HOMO and LUMO is 3.572 eV.

ORCA input file:
```
! RIJCOSX wB97M-V def2-TZVPD def2/J DEFGRID3
* xyz -1 1
C -1.05522 0.50816 -2.19398
N -0.63535 0.01837 -0.91441
C -0.46657 -1.38912 -1.02183
C -0.16241 -2.01340 0.31276
C -1.25986 -1.99135 1.32914
N 0.95264 -2.55370 0.58081
H -1.85194 -0.11427 -2.67287
H -0.22444 0.57518 -2.94141
H -1.47358 1.51386 -2.07472
H 0.36755 -1.61010 -1.73187
H -1.41174 -1.86563 -1.40007
H -1.38774 -1.01788 1.79211
H -2.19000 -2.25712 0.82751
H -1.04436 -2.75145 2.08024
H 1.56074 -2.47857 -0.23295
O -3.33626 1.45556 3.57069
P -3.53315 1.89732 4.94876
O -2.09613 2.20450 5.61789
C -1.32058 3.29960 5.10793
C -1.95914 4.65486 5.34822
O -3.99631 0.56514 5.73763
C -4.05932 -0.70386 5.08227
C -2.72095 -1.41010 5.07835
O -4.47368 2.88907 5.74865
C -5.05237 2.61678 7.03263
C -4.06832 2.31300 8.13756
H -1.14992 3.14471 4.03982
H -0.35595 3.24706 5.60988
H -2.89918 4.75810 4.80375
H -1.29071 5.44734 5.01027
H -2.17716 4.80065 6.40697
H -4.45039 -0.59372 4.07284
H -4.78951 -1.30006 5.63381
H -1.90176 -0.76157 4.77017
H -2.74427 -2.26775 4.40629
H -2.47665 -1.76552 6.08271
H -5.79358 1.82566 6.93396
H -5.60192 3.52236 7.29196
H -3.40630 1.48338 7.90764
H -4.62036 2.06184 9.04482
H -3.43398 3.17804 8.33944
O 2.38321 -1.16602 -3.75682
P 3.47938 -1.32784 -4.71074
O 3.60556 0.07959 -5.51967
C 4.10086 1.22475 -4.81755
C 5.55226 1.09271 -4.39188
O 2.74273 -2.29311 -5.80114
C 1.41425 -2.73538 -5.43736
C 0.32347 -1.70388 -5.64252
O 4.94790 -1.89898 -4.92082
C 5.37195 -2.62297 -6.08322
C 5.21872 -1.89234 -7.39665
H 3.46626 1.40811 -3.94612
H 3.98777 2.06995 -5.49545
H 5.68455 0.29221 -3.66159
H 5.89381 2.02128 -3.93292
H 6.18919 0.86314 -5.24702
H 1.40531 -3.04232 -4.39516
H 1.22826 -3.63431 -6.02929
H 0.61596 -0.73519 -5.24531
H -0.57730 -2.03280 -5.12498
H 0.08614 -1.56112 -6.70082
H 4.87165 -3.58971 -6.11027
H 6.43047 -2.82893 -5.91848
H 4.20269 -1.55803 -7.58491
H 5.51058 -2.55886 -8.21015
H 5.85453 -1.00536 -7.42253
*
```

(5)
Density functional theory data (ωB97M-V/def2-TZVPD) for a structure of composition C11H25IN2O2P.

As for the HOMO energy: -11.8 eV. The gap between HOMO and LUMO is 7.565 eV.

ORCA input file:
```
! RIJCOSX wB97M-V def2-TZVPD def2/J DEFGRID3
* xyz 1 1
C -2.31921 -1.67395 1.16339
C -0.81207 -1.79155 1.03842
N -0.41352 -1.73384 -0.38555
C 0.99953 -1.49641 -0.63051
N 1.23544 -1.96704 -2.01792
C 1.09972 -1.03341 -2.87801
C 0.94201 0.31028 -2.24817
I -1.14931 0.71359 -2.68944
O 1.78267 1.14710 -2.93483
C 1.68239 2.57529 -2.70743
C 1.03221 3.30960 -3.87491
C 1.37962 0.00110 -0.77432
P 1.23922 0.91572 0.85750
C 2.43069 2.28473 0.61571
C -0.35819 1.82829 0.79211
H -2.67941 -0.85728 0.53599
H -2.81541 -2.58670 0.82645
H -2.60343 -1.48370 2.19964
H -0.45360 -2.72345 1.49618
H -0.31392 -0.98083 1.56882
H -0.68747 -2.61322 -0.81501
H 1.66245 -2.03451 0.05815
H 1.38410 -2.94085 -2.26442
H 1.13957 -1.19296 -3.94962
H 1.15198 2.73821 -1.76348
H 2.71437 2.89569 -2.57623
H 1.05244 2.68593 -4.76891
H 1.58785 4.22287 -4.09110
H -0.00361 3.57671 -3.67812
H 2.47218 -0.00084 -0.90745
H 2.24691 2.99268 -0.19257
H 3.43247 1.86212 0.51123
H 2.41336 2.83816 1.55746
H -0.88271 1.65740 1.73239
H -1.00557 1.50831 -0.02178
H -0.18421 2.89982 0.68649
C -3.00587 -3.00143 5.08987
O -3.30229 -1.72305 4.54219
H -3.03741 -3.71168 4.26568
H -2.01101 -3.03307 5.54145
H -3.74408 -3.30623 5.83463
H -3.29887 -1.07760 5.25601
*
```

(6)
Density functional theory data (ωB97M-V/def2-TZVPD) for a cluster of 3 separate species, C3H13NO2S in total at a distorted geometry.

As for the HOMO energy: -8.6 eV. As for the SMILES: CNCCS.O.O. The energy above the lowest of the compared OMol25 structures with the same formula, charge and spin is 1.272 eV. The gap between HOMO and LUMO is 9.281 eV.

ORCA input file:
```
! RIJCOSX wB97M-V def2-TZVPD def2/J DEFGRID3
* xyz 0 1
C 0.38483 0.50241 -1.94733
N 0.47879 0.81553 -0.50402
C -0.81666 0.76427 0.15054
C -0.77309 0.06138 1.49028
S -2.38160 -0.70231 1.87679
H -0.42786 1.06158 -2.41160
H 0.16667 -0.54922 -2.17790
H 1.35186 0.77492 -2.35580
H 1.24426 0.24819 -0.19326
H -1.17788 1.78299 0.32160
H -1.54488 0.26138 -0.49361
H -0.05908 -0.77171 1.39969
H -0.29666 0.58192 2.31728
H -2.05239 -1.39921 2.94666
O -0.46732 -3.36299 -1.34025
H -0.25747 -2.68810 -0.69799
H -1.23006 -3.08763 -1.84972
O 2.27531 1.75878 1.20869
H 2.62085 2.10255 0.38288
H 2.96238 1.84527 1.87708
*
```

Q: Which value of gap between HOMO and LUMO does entry 6 give?
A: 9.281 eV

Q: Look up the gap between HOMO and LUMO of the sixth one.
A: 9.281 eV

Q: Which value of gap between HOMO and LUMO does entry 3 give?
A: 8.983 eV

Q: Look up the gap between HOMO and LUMO of the second one.
A: 8.447 eV